No. 1
{
  "formula": "C25H40BBr2F3NO7PSSi",
  "method": "ωB97M-V/def2-TZVPD",
  "elements": ["Br", "Br", "S", "P", "Si", "F", "F", "F", "O", "O", "O", "O", "O", "O", "O", "N", "C", "C", "C", "C", "C", "C", "C", "C", "C", "C", "C", "C", "C", "C", "C", "C", "C", "C", "C", "C", "C", "C", "C", "C", "C", "B", "H", "H", "H", "H", "H", "H", "H", "H", "H", "H", "H", "H", "H", "H", "H", "H", "H", "H", "H", "H", "H", "H", "H", "H", "H", "H", "H", "H", "H", "H", "H", "H", "H", "H", "H", "H", "H", "H", "H", "H"],
  "xyz": [[0.051, -1.842, 2.573], [-2.712, -4.419, -1.021], [-1.331, -2.664, -3.639], [-4.028, -3.168, -2.343], [4.045, -1.672, 1.330], [-0.664, 2.322, 0.178], [0.058, -2.137, -0.741], [0.875, -0.868, -2.317], [-4.199, 1.806, 2.418], [-4.876, -1.117, -4.225], [-4.819, -2.278, -1.241], [-2.769, -0.154, -4.854], [-3.598, 2.474, 0.363], [-2.500, -1.065, -1.735], [-0.355, 0.855, 2.518], [0.045, 1.434, -0.645], [0.551, -0.890, -0.968], [3.412, -5.163, 3.484], [-2.792, -1.837, -2.881], [-3.996, 1.245, -1.662], [3.677, -4.248, 2.477], [2.631, -1.926, 0.091], [3.742, -2.876, 2.746], [-0.561, -0.110, 1.872], [3.535, -2.453, 4.060], [1.457, 4.259, -0.764], [0.593, 2.093, -1.822], [4.072, 0.067, 2.036], [0.795, 5.372, 0.045], [-2.510, 1.368, -2.024], [-3.521, 2.506, 1.711], [5.692, -1.977, 0.484], [-0.595, 0.144, -0.734], [3.267, -3.367, 5.070], [3.199, -4.723, 4.785], [-4.356, 1.395, -0.194], [-1.339, -0.200, 0.574], [0.479, 3.616, -1.768], [-1.656, 0.079, -1.890], [1.835, -0.647, -0.189], [-2.506, 3.488, 2.220], [-3.515, -1.001, -4.052], [2.336, 4.631, -1.289], [1.439, 5.757, 0.834], [-1.751, -1.200, 0.496], [-4.520, 2.037, -2.208], [5.970, -1.047, -0.024], [-1.106, -0.022, -2.824], [4.504, 0.791, 1.343], [0.492, 6.194, -0.608], [0.141, 1.737, -2.752], [-2.092, 2.201, -1.465], [3.045, -2.306, -0.848], [-5.350, -0.282, -4.173], [-2.147, 0.524, 0.680], [-4.175, 0.478, 0.369], [1.645, -0.066, 0.710], [3.819, -4.617, 1.467], [-1.689, 2.922, 2.669], [3.359, -6.218, 3.245], [-0.115, 4.982, 0.507], [-0.547, 3.930, -1.581], [1.764, 3.481, -0.059], [1.662, 1.862, -1.877], [5.635, -2.749, -0.283], [-4.435, 0.304, -1.995], [2.974, -5.432, 5.572], [6.488, -2.197, 1.195], [-2.981, 4.063, 3.014], [3.093, -3.007, 6.076], [-2.473, 1.667, -3.074], [-4.214, -1.878, -0.599], [-1.960, -3.803, -3.959], [3.092, 0.418, 2.364], [-2.129, 4.144, 1.441], [2.456, -0.013, -0.827], [3.564, -1.399, 4.311], [-5.419, 1.615, -0.079], [1.989, -2.711, 0.489], [-2.624, -0.527, -5.729], [0.736, 3.953, -2.776], [4.712, 0.065, 2.923]],
  "mulliken_charge": [-0.15, -0.25, -0.23, -0.02, 0.04, 0.12, -0.37, -0.43, -0.60, -0.63, -0.46, -0.65, -0.37, 0.04, -0.46, 0.52, 1.25, -0.72, 0.44, 0.01, -0.12, -0.71, 0.53, -0.06, -0.09, -0.16, -0.52, -1.25, -1.16, -0.83, 0.86, -1.23, 0.39, -0.70, -0.45, -1.13, -0.34, -0.85, -1.61, -1.19, -0.91, 0.98, 0.48, 0.40, 0.93, 0.47, 0.34, 1.38, 0.36, 0.34, 0.17, 0.27, 0.46, 0.32, -0.71, 0.25, 0.05, 0.36, 0.15, 0.38, 0.06, 0.33, 0.09, 0.38, 0.37, -0.17, 0.39, 0.36, 0.43, 0.37, 0.53, 0.38, 0.22, 0.32, 0.12, 0.26, 0.25, 0.68, 0.47, 0.31, 0.51, 0.44],
  "e_lumo_ha": 0.0066,
  "spin_multiplicity": 1,
  "smiles": "CCCCN(F)[C@@](CC(=O)Br)([C@H](CCCOC(C)=O)O[C@](S)(B(O)O)P(O)Br)C(F)(F)CC[Si](C)(C)c1ccccc1",
  "fmax_ev_per_a": 1.34,
  "e_tot_ha": -8059.6734
}

=====

No. 2
{
  "formula": "C6H8N3S",
  "method": "ωB97M-V/def2-TZVPD",
  "elements": ["S", "N", "N", "N", "C", "C", "C", "C", "C", "C", "H", "H", "H", "H", "H", "H", "H", "H"],
  "xyz": [[-3.240, 0.367, 0.072], [-1.624, 0.644, -0.043], [-0.671, 1.777, -0.090], [-0.783, -0.443, 0.028], [-2.874, -1.297, 0.142], [0.521, -0.160, 0.009], [1.561, -1.177, 0.151], [-1.564, -1.576, 0.073], [0.531, 1.284, -0.062], [1.630, 2.157, -0.319], [2.283, -0.956, 1.036], [1.046, -2.120, 0.325], [2.560, 1.713, -0.785], [-3.586, -1.984, 0.531], [-1.186, -2.541, 0.217], [2.082, 2.613, 0.616], [2.106, -1.356, -0.868], [1.206, 3.054, -1.034]],
  "nbo_charge": [0.75, -0.20, -0.15, -0.08, -0.38, 0.19, -0.67, -0.06, 0.15, -0.68, 0.28, 0.24, 0.26, 0.29, 0.26, 0.27, 0.27, 0.28],
  "charge": 1,
  "de_lowest_kcal_mol": 67.0,
  "e_lumo_ha": -0.1642,
  "spin_multiplicity": 1,
  "smiles": "Cc1nn2scc[n+]2c1C",
  "fmax_ev_per_a": 7.71,
  "e_tot_ha": -795.5214
}

=====

No. 3
{
  "formula": "C3H4O3",
  "method": "ωB97M-V/def2-TZVPD",
  "elements": ["O", "O", "O", "C", "C", "C", "H", "H", "H", "H"],
  "xyz": [[0.664, -1.343, -1.483], [-1.317, 1.227, -0.419], [0.675, 1.080, 1.079], [-0.945, 0.292, -1.040], [0.706, -0.314, 0.834], [0.169, -0.616, -0.677], [0.041, -0.825, 1.642], [-1.474, -0.003, -1.953], [-0.197, 1.286, 0.982], [1.678, -0.782, 1.035]],
  "nbo_charge": [-0.45, -0.48, -0.70, 0.35, -0.17, 0.46, 0.18, 0.13, 0.48, 0.21],
  "de_lowest_kcal_mol": 54.4,
  "e_lumo_ha": -0.0365,
  "spin_multiplicity": 1,
  "smiles": "O=CC(=O)CO",
  "fmax_ev_per_a": 4.99,
  "e_tot_ha": -342.3692
}

=====

No. 4
{
  "formula": "C14H24BrN5O6V",
  "method": "ωB97M-V/def2-TZVPD",
  "elements": ["Br", "V", "O", "O", "O", "O", "O", "O", "N", "N", "N", "N", "N", "C", "C", "C", "C", "C", "C", "C", "C", "C", "C", "C", "C", "C", "C", "H", "H", "H", "H", "H", "H", "H", "H", "H", "H", "H", "H", "H", "H", "H", "H", "H", "H", "H", "H", "H", "H", "H", "H"],
  "xyz": [[4.577, -3.171, -0.123], [-0.400, 0.106, -0.423], [2.193, 0.522, -1.760], [0.292, -1.110, -5.222], [-1.228, 2.004, 1.729], [-2.204, -0.343, 1.894], [-3.153, 4.119, 0.768], [0.231, -2.117, -2.301], [-0.367, 1.731, 0.769], [1.284, -0.796, 0.689], [-0.500, -1.783, -1.296], [-1.596, -0.881, 0.793], [1.260, 1.079, -1.104], [-1.768, 0.991, -1.179], [2.591, 3.173, -1.033], [0.433, 2.747, 0.323], [0.315, 4.075, 0.969], [2.540, -0.847, 2.717], [-2.764, -2.952, 1.446], [-1.296, -2.691, -0.646], [2.191, -1.590, 0.092], [1.438, -0.450, 1.970], [-1.908, -2.172, 0.519], [1.402, 2.365, -0.641], [3.319, -2.036, 0.781], [-1.457, -4.121, -1.028], [3.505, -1.659, 2.118], [-1.844, 0.650, 1.891], [-2.525, -4.322, -1.184], [-0.437, -0.458, -5.240], [3.501, 2.755, -0.574], [4.382, -2.013, 2.639], [2.620, -0.506, 3.747], [-1.133, -4.747, -0.183], [-1.643, 0.629, -2.228], [2.473, 4.206, -0.692], [2.010, -1.896, -0.932], [-2.744, 0.660, -0.833], [-3.069, -2.302, 2.273], [1.042, 4.767, 0.530], [-3.655, -3.332, 0.923], [-3.993, 3.870, 0.355], [-0.906, -4.402, -1.931], [0.592, -1.084, -4.289], [0.523, 3.982, 2.046], [-0.699, 4.477, 0.828], [0.661, 0.183, 2.399], [-1.785, 2.072, -1.222], [-2.209, -3.817, 1.843], [-2.799, 3.281, 1.132], [2.709, 3.154, -2.124]],
  "nbo_charge": [0.08, 1.15, -0.30, -0.95, -0.49, -0.58, -0.96, -0.53, -0.07, -0.47, -0.06, -0.21, -0.07, -1.01, -0.67, 0.16, -0.67, -0.24, -0.68, 0.04, 0.03, 0.06, 0.25, 0.18, -0.10, -0.66, -0.18, 0.49, 0.22, 0.46, 0.25, 0.24, 0.23, 0.22, 0.25, 0.23, 0.27, 0.24, 0.26, 0.22, 0.24, 0.47, 0.26, 0.49, 0.24, 0.27, 0.22, 0.21, 0.24, 0.49, 0.25],
  "de_lowest_kcal_mol": 0.0,
  "e_lumo_ha": [-0.0307, -0.0795],
  "spin_multiplicity": 4,
  "fmax_ev_per_a": 5.47,
  "e_tot_ha": -4790.8683
}

=====

No. 5
{
  "formula": "C42H47FN4O5PS",
  "method": "ωB97M-V/def2-TZVPD",
  "elements": ["S", "P", "F", "O", "O", "O", "O", "O", "N", "N", "N", "N", "C", "C", "C", "C", "C", "C", "C", "C", "C", "C", "C", "C", "C", "C", "C", "C", "C", "C", "C", "C", "C", "C", "C", "C", "C", "C", "C", "C", "C", "C", "C", "C", "C", "C", "C", "C", "C", "C", "C", "C", "C", "C", "H", "H", "H", "H", "H", "H", "H", "H", "H", "H", "H", "H", "H", "H", "H", "H", "H", "H", "H", "H", "H", "H", "H", "H", "H", "H", "H", "H", "H", "H", "H", "H", "H", "H", "H", "H", "H", "H", "H", "H", "H", "H", "H", "H", "H", "H", "H"],
  "xyz": [[0.932, 0.416, 4.368], [0.156, 1.396, 2.867], [-2.990, 1.275, 2.861], [-0.823, 4.915, -1.000], [-3.728, -0.646, 3.509], [1.541, 0.810, -1.827], [-0.368, 3.729, 0.812], [-3.639, 2.163, -0.161], [0.440, -0.813, 1.293], [-0.170, 1.395, -0.332], [2.851, -3.923, 0.287], [4.652, -0.668, 0.958], [6.356, -5.917, -1.957], [-4.978, 0.229, -0.240], [1.798, -2.252, -1.701], [-6.369, 0.244, 5.315], [1.336, -0.477, 0.115], [3.235, 5.772, -5.164], [-0.585, 3.751, -0.361], [2.377, -2.715, 0.547], [2.814, -4.313, -0.988], [3.683, 5.625, -2.429], [-2.877, -0.035, 3.007], [-5.965, 0.749, 6.543], [6.311, -5.094, -3.075], [-8.241, 1.323, 7.060], [3.914, 0.067, 0.231], [2.990, 4.608, -3.073], [6.987, -7.151, -2.027], [-6.900, 1.287, 7.416], [-0.622, 0.152, 1.684], [-7.349, -1.162, -0.421], [7.569, -7.563, -3.218], [6.899, -5.505, -4.263], [-2.392, 0.170, -0.232], [4.156, 6.710, -3.151], [2.287, -3.510, -1.979], [-0.643, 2.466, -1.182], [7.526, -6.740, -4.334], [-1.255, 0.902, 0.516], [-1.616, -0.685, 2.518], [0.560, 0.321, -0.969], [3.930, 6.785, -4.519], [1.850, -1.820, -0.378], [2.768, 4.683, -4.443], [-6.519, -1.101, -1.533], [2.495, 0.436, 0.655], [-7.712, 0.276, 4.963], [-3.683, 0.962, -0.191], [4.537, 0.605, -1.022], [-5.318, -0.402, -1.437], [-8.648, 0.817, 5.834], [-5.820, 0.191, 0.866], [-7.012, -0.517, 0.763], [1.384, -1.641, -2.478], [1.143, 2.095, 2.175], [5.521, 0.982, -0.786], [-1.687, 2.380, -1.489], [-1.118, -1.096, 3.392], [3.966, 1.449, -1.398], [5.902, -5.595, -1.028], [-4.918, 0.723, 6.821], [3.214, -5.284, -1.226], [2.509, 0.431, 1.743], [-8.969, 1.745, 7.739], [4.296, 7.633, -5.081], [7.026, -7.790, -1.155], [-5.569, 0.702, 1.781], [2.307, 1.465, 0.368], [-4.653, -0.331, -2.285], [7.984, -7.062, -5.261], [2.232, 3.891, -4.950], [-8.269, -1.722, -0.492], [1.364, 0.525, -2.726], [-2.563, -0.861, 0.060], [4.168, -0.955, 1.808], [3.857, 5.570, -1.361], [2.420, -2.413, 1.590], [8.058, -8.527, -3.275], [6.870, -4.862, -5.133], [-0.009, -1.711, 1.094], [-8.032, -0.123, 4.009], [-0.820, 2.336, 3.206], [-2.134, 0.132, -1.290], [2.260, -3.882, -2.992], [5.820, -4.130, -3.018], [1.020, -0.983, 2.134], [-0.081, -0.381, -1.520], [-0.049, 2.615, -2.078], [2.626, 3.757, -2.506], [-1.686, 1.799, 0.947], [3.058, 5.831, -6.230], [-6.768, -1.575, -2.467], [-9.694, 0.843, 5.558], [-7.682, -0.572, 1.606], [-1.947, -1.534, 1.927], [-6.584, 1.677, 8.375], [4.589, -0.156, -1.793], [4.701, 7.498, -2.649], [-0.149, 5.060, -1.679], [-5.639, -0.172, 4.635]],
  "mulliken_charge": [-0.30, 0.20, -0.23, -0.53, -0.46, -0.36, -0.43, -0.50, -0.19, 1.15, -0.71, -0.67, -0.37, 0.14, -0.78, -0.03, 3.48, -0.46, 0.32, 0.07, -0.66, -0.58, 0.20, -0.53, -0.30, -0.42, -0.08, 0.00, -0.45, -0.38, -0.11, -0.60, -0.39, -0.47, -1.58, -0.39, -0.76, -0.57, -0.36, -2.12, -1.53, -2.44, -0.44, -0.90, -0.43, -0.71, -1.02, -0.37, 0.46, -1.15, -0.34, -0.47, -0.26, -0.61, 0.50, 0.11, 0.50, 0.18, 0.89, 0.12, 0.47, 0.38, 0.59, 0.68, 0.37, 0.38, 0.37, 0.62, 0.37, 0.42, 0.36, 0.34, 0.42, 0.49, 0.48, 0.29, 0.36, 0.36, 0.36, 0.36, 0.91, 0.31, 0.23, 0.74, 0.46, 0.42, 0.92, 0.79, 0.79, 0.48, 1.76, 0.37, 0.42, 0.38, 0.31, 0.59, 0.37, 0.20, 0.37, 0.36, 0.47],
  "charge": 1,
  "de_lowest_kcal_mol": 0.0,
  "e_lumo_ha": -0.1030,
  "spin_multiplicity": 1,
  "fmax_ev_per_a": 1.73,
  "e_tot_ha": -3063.0107
}